(1)
# C5H10O2S

The molecule C5H10O2S in a non-equilibrium geometry (wB97M-V/def2-TZVPD, the Open Molecules 2025 dataset).

```
18
C5H10O2S wB97M-V/def2-TZVPD
C -2.061 0.682 -1.014
C -0.075 -0.068 0.100
C -0.812 -0.382 1.409
C 1.002 -1.150 -0.125
C 2.349 0.621 -0.351
H -1.795 1.761 -0.957
H -2.737 0.491 -0.215
H -2.586 0.568 -1.948
H -1.379 -1.314 1.287
H -1.563 0.337 1.709
H -0.081 -0.480 2.238
H 0.560 -1.974 -0.686
H 1.509 -1.483 0.787
H 2.939 1.334 -0.947
H 2.910 0.312 0.552
O -0.964 -0.211 -1.022
O 1.969 -0.564 -1.025
S 0.815 1.521 0.208
```

As for the largest force on an atom: 1.7 eV Å⁻¹. Its spin multiplicity is 1. The calculation puts the energy above the lowest of the compared OMol25 structures with the same formula, charge and spin at 32.06 kcal/mol. The value obtained for the HOMO energy is -9.0037 eV. As for the gap between HOMO and LUMO: 0.36102 Ha.



(2)
# C14H18N2O3S3

The molecule C14H18N2O3S3 in a non-equilibrium geometry (wB97M-V/def2-TZVPD, the Open Molecules 2025 dataset).

```
40
C14H18N2O3S3 wB97M-V/def2-TZVPD
C 0.261 2.786 -0.006
C -1.208 2.542 -0.334
C -1.716 1.182 0.150
H -1.313 0.982 1.144
C -1.385 0.018 -0.789
N 0.038 -0.256 -0.880
S 0.512 -1.617 -0.032
O -0.443 -2.685 -0.140
O 1.881 -1.888 -0.345
C 0.426 -1.008 1.641
C -0.407 -1.534 2.577
S -0.273 -0.719 4.075
C 0.931 0.359 3.432
C 1.195 0.068 2.122
H 1.915 0.604 1.533
C 1.550 1.461 4.199
O 2.256 2.287 3.662
N 1.265 1.484 5.521
H 0.691 0.789 5.963
H 1.668 2.216 6.082
H -1.086 -2.353 2.452
C 0.660 -0.141 -2.194
C 0.180 -1.189 -3.141
C 0.604 -2.478 -3.236
C -0.121 -3.230 -4.188
C -1.087 -2.505 -4.803
S -1.137 -0.886 -4.229
H -1.780 -2.814 -5.560
H 0.074 -4.265 -4.403
H 1.405 -2.871 -2.637
H 1.733 -0.264 -2.028
H 0.460 0.862 -2.579
H -1.881 -0.891 -0.432
H -1.776 0.241 -1.785
H -2.805 1.217 0.232
H -1.364 2.620 -1.412
H -1.804 3.326 0.139
H 0.884 2.005 -0.430
H 0.581 3.745 -0.408
H 0.415 2.802 1.070
```

As for the largest force on an atom: 1.1 eV Å⁻¹. Its spin multiplicity is 1. The calculation puts the energy above the lowest of the compared OMol25 structures with the same formula, charge and spin at 4.81 kcal/mol. The value obtained for the HOMO energy is -8.8199 eV. As for the gap between HOMO and LUMO: 0.32579 Ha.



(3)
# C3H11N2

A cluster of 2 separate species, C3H11N2 in total in a non-equilibrium geometry (wB97M-V/def2-TZVPD, the Open Molecules 2025 dataset).

```
16
C3H11N2 wB97M-V/def2-TZVPD
N 0.339 1.541 -1.509
H -0.206 0.639 -1.424
H 0.830 1.706 -0.651
H 1.076 1.460 -2.185
H -0.302 2.303 -1.677
N 0.864 -1.423 2.022
C 0.417 -0.368 1.051
C -1.712 -0.351 -0.426
C -0.522 -0.942 -0.027
H 1.294 -0.918 2.823
H 1.616 -1.988 1.588
H 1.239 0.148 0.513
H -0.213 0.422 1.536
H -2.231 -0.775 -1.249
H -2.253 0.446 0.100
H -0.236 -1.898 -0.486
```

As for the largest force on an atom: 2.8 eV Å⁻¹. Its spin multiplicity is 2. The calculation puts the energy above the lowest of the compared OMol25 structures with the same formula, charge and spin at 57.04 kcal/mol. The value obtained for the HOMO energy (alpha / beta) is -3.6271 / -9.9046 eV. As for the gap between HOMO and LUMO (alpha / beta): 0.16634 / 0.39132 Ha.



(4)
# C10H40F2N21O14S2

A structure of composition C10H40F2N21O14S2 in a non-equilibrium geometry (wB97M-V/def2-TZVPD, the Open Molecules 2025 dataset).

```
89
C10H40F2N21O14S2 wB97M-V/def2-TZVPD
N -24.373 18.576 -12.134
S -25.243 18.037 -13.248
O -25.050 18.587 -14.602
O -26.414 17.422 -12.904
F -24.301 16.763 -13.180
S -25.418 19.944 -12.023
O -26.723 19.740 -11.377
O -25.478 20.843 -13.159
F -24.504 20.826 -11.026
C -23.755 23.390 -9.943
O -23.893 23.771 -8.792
N -23.947 22.176 -10.348
N -23.426 24.134 -10.977
H -24.350 21.504 -9.710
H -23.650 21.925 -11.280
H -23.292 25.107 -10.742
H -23.585 23.687 -11.869
C -25.002 14.470 -12.652
O -24.339 13.647 -12.021
N -25.055 14.373 -13.903
N -25.660 15.432 -12.183
H -24.672 13.527 -14.299
H -25.430 15.060 -14.541
H -26.130 16.023 -12.853
H -25.886 15.405 -11.199
C -28.985 18.314 -13.699
O -28.208 18.587 -14.537
N -30.260 18.303 -13.954
N -28.724 18.280 -12.445
H -30.860 18.715 -13.254
H -30.527 18.575 -14.889
H -27.752 18.256 -12.171
H -29.478 18.036 -11.819
C -26.014 17.647 -9.892
O -26.379 17.423 -8.775
N -25.010 18.365 -10.237
N -26.438 16.897 -10.906
H -24.733 18.556 -11.189
H -24.707 18.857 -9.408
H -26.309 15.911 -10.726
H -26.261 17.167 -11.863
C -24.271 20.400 -16.156
O -24.067 21.294 -16.938
N -25.317 20.458 -15.391
N -23.534 19.342 -15.840
H -25.402 19.770 -14.656
H -26.036 21.164 -15.448
H -23.880 18.702 -15.140
H -22.736 19.280 -16.456
C -22.527 16.903 -11.031
O -21.628 16.378 -10.433
N -23.559 16.273 -11.539
N -22.717 18.213 -11.020
H -23.491 15.267 -11.585
H -24.250 16.798 -12.055
H -21.959 18.757 -10.633
H -23.436 18.562 -11.637
C -23.012 22.549 -12.858
O -23.133 21.725 -12.012
N -22.074 23.485 -12.886
N -23.551 22.334 -14.019
H -21.779 23.614 -13.843
H -21.484 23.119 -12.152
H -24.238 21.594 -13.980
H -23.771 23.187 -14.513
C -27.736 21.930 -13.820
O -28.108 23.040 -14.270
N -27.487 21.878 -12.590
N -27.517 20.880 -14.546
H -27.476 21.019 -12.060
H -27.625 22.711 -12.036
H -27.152 20.090 -14.033
H -27.807 20.775 -15.508
C -22.098 19.664 -13.631
O -21.345 20.387 -14.247
N -23.010 20.057 -12.829
N -22.133 18.385 -13.619
H -23.121 21.055 -12.720
H -23.735 19.395 -12.592
H -21.488 17.835 -14.168
H -22.854 17.904 -13.101
C -26.222 20.727 -8.560
O -26.882 21.540 -9.156
N -26.090 20.717 -7.271
N -25.414 19.866 -9.162
H -26.607 21.445 -6.797
H -25.728 19.930 -6.751
H -25.040 19.277 -8.432
H -25.677 19.590 -10.097
```

As for the largest force on an atom: 17.9 eV Å⁻¹. As for the charge: -1. Its spin multiplicity is 1. The calculation puts the energy above the lowest of the compared OMol25 structures with the same formula, charge and spin at 1516.37 kcal/mol. The value obtained for the HOMO energy is -6.1348 eV. As for the gap between HOMO and LUMO: 0.20266 Ha.



(5)
# C2H12NO3

A cluster of 4 separate species, C2H12NO3 in total in a non-equilibrium geometry (wB97M-V/def2-TZVPD, the Open Molecules 2025 dataset).

```
18
C2H12NO3 wB97M-V/def2-TZVPD
C 0.469 -0.914 -1.789
C -0.052 1.441 -1.282
N 0.548 0.267 -0.950
H -0.532 -1.092 -2.206
H 1.047 -0.734 -2.708
H 0.683 -1.740 -1.114
H -0.857 1.457 -2.018
H 0.117 2.348 -0.723
H 1.108 0.319 -0.087
H 2.083 4.283 0.054
H 1.787 3.791 1.328
O 1.588 3.523 0.414
H 2.640 0.797 1.716
H 1.251 0.289 2.105
O 1.889 0.302 1.376
H -4.745 -5.335 1.428
H -4.476 -4.548 2.701
O -4.549 -4.454 1.754
```

As for the largest force on an atom: 2.1 eV Å⁻¹. Its spin multiplicity is 2. The calculation puts the energy above the lowest of the compared OMol25 structures with the same formula, charge and spin at 15.37 kcal/mol. The value obtained for the HOMO energy (alpha / beta) is -4.7749 / -8.9759 eV. As for the gap between HOMO and LUMO (alpha / beta): 0.18946 / 0.34361 Ha.